Entry 1:
175
Properties=species:S:1:pos:R:3:forces:R:3 method="wB97M-V/def2-TZVPD" multiplicity=1 total_charge=+1
C -3.7933 4.5462 -3.2090 0.5 -0.3 -0.5
C -3.8872 2.9740 -2.6772 -1.7 1.6 1.1
O -3.1649 2.0156 -3.5280 3.1 -0.1 1.8
B -1.7128 1.9820 -3.2167 -0.9 2.2 -1.3
O -0.9068 3.1253 -3.7368 -1.3 -2.6 2.9
C -1.0456 0.6926 -2.3762 2.5 -2.7 1.4
N -1.9652 -0.1705 -1.5406 3.4 -1.5 0.2
C -1.5665 -1.4030 -0.7468 2.4 1.1 -1.3
C -2.7383 -2.2231 0.0535 0.8 -0.2 -0.9
C -2.5714 -2.2708 1.6826 -1.4 -0.1 0.6
C -2.7431 -0.8304 2.4455 -0.6 -0.4 0.9
C -3.6956 0.2526 1.6666 3.0 5.5 -1.6
O -3.1196 1.4520 1.3745 -4.1 -7.6 1.5
O -5.1159 -0.0063 1.3236 3.4 -0.2 -0.1
C -0.0037 -1.9002 -0.7501 -0.2 3.0 -1.9
C 0.5733 -3.2445 0.0219 0.5 0.0 -1.4
C 2.0349 -2.9915 0.7709 -0.5 -0.5 0.7
C 1.9524 -2.0009 2.0746 1.5 0.0 0.8
C 1.8248 -0.4088 1.7017 -1.7 -0.8 -1.5
O 2.1741 0.5172 2.7905 -0.2 2.7 -2.7
C 2.1724 1.8597 2.1196 5.8 1.2 -2.8
O 3.2794 2.3204 1.5112 -7.2 -3.2 4.2
C 1.0806 -1.0158 -1.6184 -4.5 0.9 0.3
C 0.5493 0.3110 -2.4543 -1.9 -1.9 1.9
C 1.6491 1.1501 -3.3535 0.7 -1.1 0.1
C 1.6049 0.7332 -4.9721 0.3 0.5 0.5
C 1.8101 -0.8729 -5.2351 0.2 -0.2 -0.6
C 0.8228 -1.4828 -6.4338 0.8 0.6 0.5
O 0.1914 -2.7351 -5.9180 -3.2 1.7 -0.5
C -1.2997 -2.5962 -5.9504 -2.3 -3.3 -4.9
C -2.0840 -1.5979 -4.8777 -0.1 -0.2 0.0
O -1.9674 -3.2845 -6.9179 4.4 4.7 6.9
H -3.0871 5.1900 -2.4944 -1.7 -1.4 -1.7
H -4.8650 5.0547 -3.3184 2.4 -1.2 0.4
H -3.3024 4.5062 -4.2934 -1.1 0.2 2.4
H -5.0359 2.6521 -2.6520 2.6 0.5 -0.3
H -3.5339 2.9218 -1.5437 -0.5 0.0 -2.3
H -0.2644 3.4632 -3.0463 -0.7 -0.6 -1.2
H -2.9873 0.1197 -1.5122 1.8 -0.4 -0.1
H -2.6892 -3.3458 -0.3452 -0.1 2.5 0.8
H -3.7728 -1.7743 -0.3111 2.1 -1.0 1.0
H -3.4529 -2.9674 2.0864 1.9 1.4 -1.1
H -1.5801 -2.7551 2.0717 -1.8 1.0 -1.1
H -1.6693 -0.4029 2.7423 -2.7 -0.5 -1.0
H -3.2730 -1.0665 3.4880 1.1 0.5 -2.3
H -5.2264 -0.2218 0.3507 0.4 0.6 1.6
H 0.8101 -4.0269 -0.8483 -0.7 1.8 1.9
H -0.2177 -3.7758 0.7106 1.6 1.4 -1.3
H 2.3649 -4.0662 1.1675 -0.8 2.4 -0.9
H 2.8760 -2.6548 0.0253 -1.8 -0.5 1.4
H 2.9890 -2.1268 2.6531 -2.2 0.3 -1.2
H 1.1310 -2.3922 2.8332 1.5 1.1 -1.7
H 0.6756 -0.2112 1.4520 2.3 -0.3 0.3
H 2.4508 -0.1294 0.7266 -1.1 -0.8 2.1
H 1.2018 2.5281 2.0475 1.7 -1.7 0.6
H 2.2175 -1.3609 -1.6202 -2.7 1.0 -0.1
H 2.7171 0.7863 -2.9834 -2.3 0.8 -0.5
H 1.6193 2.3147 -3.1870 -0.2 -2.5 -0.3
H 0.6037 1.1750 -5.4011 2.0 -1.0 0.6
H 2.5337 1.2876 -5.4762 -2.3 -1.0 1.1
H 2.9455 -1.0518 -5.5532 -2.5 0.4 0.7
H 1.6292 -1.5539 -4.3006 0.2 1.5 -1.6
H 1.5288 -1.7210 -7.3610 -2.0 0.3 1.9
H -0.0635 -0.7678 -6.7061 2.1 -1.0 0.3
H -1.9980 -0.4707 -5.2283 -0.1 -2.4 0.5
H -1.6543 -1.6574 -3.7853 -0.5 -0.1 -2.3
H -3.2384 -1.8936 -4.8115 2.7 0.6 -0.5
C 3.8711 5.1563 -0.0832 0.3 0.0 0.0
C 5.0503 5.7433 0.1431 -0.2 -0.4 -0.2
C 5.6554 6.6543 -0.8484 0.9 0.3 0.4
O 6.7357 7.1904 -0.6429 -0.8 -0.4 -0.2
C 4.9066 6.8926 -2.0983 -0.4 -0.1 -0.4
C 3.7274 6.3056 -2.3247 0.3 0.3 -0.2
C 3.1223 5.3947 -1.3332 -0.1 -0.1 0.1
O 2.0421 4.8586 -1.5386 0.1 0.0 -0.1
H 3.4136 4.4850 0.6332 0.0 0.1 -0.1
H 5.6115 5.5792 1.0552 0.0 0.0 -0.1
H 5.3641 7.5639 -2.8147 0.0 0.0 0.0
H 3.1662 6.4697 -3.2368 0.0 0.0 0.0
C 1.6303 -4.9086 6.3455 0.3 0.0 0.1
C 2.7867 -4.6557 6.9662 -0.3 -0.3 -0.1
C 3.3011 -3.2781 7.0962 0.8 0.2 0.5
O 4.3603 -3.0460 7.6624 -0.8 -0.1 -0.4
C 2.4877 -2.1913 6.5156 -0.4 0.2 -0.2
C 1.3314 -2.4442 5.8949 0.3 0.3 0.1
C 0.8170 -3.8218 5.7649 -0.4 -0.3 -0.2
O -0.2422 -4.0540 5.1987 0.4 0.2 0.1
H 1.2391 -5.9132 6.2408 0.0 0.0 0.0
H 3.3944 -5.4419 7.3980 -0.1 0.2 -0.1
H 2.8789 -1.1867 6.6203 0.0 0.0 0.0
H 0.7237 -1.6580 5.4632 0.0 0.0 0.0
C -6.7843 -5.9748 -6.3401 -0.2 0.0 -0.4
C -6.6576 -5.9829 -7.6706 -0.3 0.0 0.4
C -5.3335 -5.8777 -8.3147 0.1 0.0 -1.0
O -5.2168 -5.8830 -9.5324 -0.1 0.0 0.9
C -4.1553 -5.7651 -7.4320 0.3 0.0 0.5
C -4.2820 -5.7571 -6.1015 0.1 0.0 -0.4
C -5.6061 -5.8622 -5.4574 0.0 0.0 0.6
O -5.7228 -5.8569 -4.2397 0.1 0.0 -0.5
H -7.7481 -6.0503 -5.8516 0.0 0.0 0.0
H -7.5120 -6.0656 -8.3316 0.1 0.0 0.0
H -3.1915 -5.6896 -7.9205 0.0 0.0 0.0
H -3.4276 -5.6743 -5.4405 0.0 0.0 0.0
C 0.0171 -8.0901 -2.2044 -0.1 -0.3 -0.2
C -0.8745 -8.8799 -2.8107 0.5 0.1 0.1
C -2.3108 -8.5395 -2.8306 -0.7 -0.8 -0.6
O -3.1279 -9.2629 -3.3836 0.7 0.7 0.5
C -2.7232 -7.2925 -2.1563 0.0 0.5 0.3
C -1.8316 -6.5027 -1.5500 -0.3 -0.2 -0.2
C -0.3953 -6.8431 -1.5301 0.3 0.2 0.2
O 0.4217 -6.1198 -0.9771 -0.3 -0.4 -0.2
H 1.0741 -8.3255 -2.1799 0.0 0.0 0.0
H -0.5878 -9.7975 -3.3103 0.0 0.0 0.0
H -3.7802 -7.0572 -2.1808 0.0 0.0 -0.1
H -2.1184 -5.5851 -1.0504 0.0 0.0 0.0
C -0.7111 2.8069 6.8317 0.2 -0.5 0.1
C -0.4825 1.5639 6.3969 0.0 0.2 0.3
C -0.7191 1.1892 4.9888 0.1 -0.3 0.0
O -0.5120 0.0512 4.5905 -0.1 0.4 0.1
C -1.2163 2.2410 4.0799 0.0 0.3 -0.1
C -1.4449 3.4841 4.5146 0.0 -0.3 -0.4
C -1.2083 3.8588 5.9227 -0.2 1.0 0.4
O -1.4154 4.9967 6.3211 0.2 -0.9 -0.4
H -0.5435 3.0982 7.8614 0.0 0.0 0.0
H -0.1171 0.7813 7.0510 0.0 0.0 0.0
H -1.3839 1.9498 3.0502 -0.1 0.0 0.0
H -1.8103 4.2666 3.8605 0.0 0.0 0.0
C 4.4146 7.3586 4.4919 0.2 0.2 0.3
C 4.6592 7.1439 5.7882 0.0 0.2 -0.4
C 4.5345 5.7966 6.3785 0.2 0.1 1.0
O 4.7563 5.5996 7.5653 -0.2 0.1 -0.9
C 4.1307 4.6961 5.4810 -0.2 -0.2 -0.5
C 3.8860 4.9108 4.1847 0.0 -0.3 0.3
C 4.0108 6.2581 3.5944 0.0 0.3 -0.3
O 3.7890 6.4551 2.4076 -0.2 0.0 0.9
H 4.5007 8.3407 4.0432 0.0 -0.1 0.0
H 4.9570 7.9406 6.4595 0.0 -0.1 0.0
H 4.0446 3.7140 5.9297 0.0 0.0 0.0
H 3.5883 4.1141 3.5135 0.1 0.0 0.0
C -0.1998 9.6964 4.6892 -0.4 0.1 0.0
C -1.4428 9.4658 4.2554 0.3 0.2 0.3
C -1.6996 8.5836 3.1000 -0.9 -0.1 -0.3
O -2.8368 8.3736 2.7010 0.8 0.1 0.2
C -0.5305 7.9651 2.4440 0.5 -0.1 0.0
C 0.7125 8.1956 2.8778 -0.3 -0.3 -0.3
C 0.9693 9.0779 4.0332 0.7 0.2 0.3
O 2.1065 9.2878 4.4322 -0.7 -0.1 -0.3
H 0.0060 10.3413 5.5347 0.0 0.0 0.0
H -2.3109 9.9114 4.7263 0.0 0.0 0.0
H -0.7363 7.3201 1.5985 0.0 0.0 0.0
H 1.5806 7.7500 2.4069 0.0 0.0 0.0
C 5.1677 -9.1214 8.4709 0.1 -0.4 0.1
C 5.3963 -10.3644 8.0362 0.0 0.3 0.4
C 5.1597 -10.7391 6.6281 0.2 -1.0 -0.3
O 5.3668 -11.8771 6.2298 -0.2 0.9 0.3
C 4.6625 -9.6872 5.7192 -0.2 0.5 -0.1
C 4.4339 -8.4442 6.1539 0.0 -0.3 -0.3
C 4.6705 -8.0695 7.5620 -0.1 0.5 0.3
O 4.4634 -6.9315 7.9603 0.3 -0.9 -0.1
H 5.3353 -8.8301 9.5007 0.0 0.0 0.0
H 5.7617 -11.1470 8.6903 0.0 0.0 -0.1
H 4.4949 -9.9785 4.6894 0.0 0.0 0.0
H 4.0685 -7.6616 5.4998 0.0 0.0 0.0
C -3.8289 3.8852 -7.4245 0.2 -0.4 -0.2
C -3.5087 3.1962 -8.5241 -0.1 0.0 0.5
C -3.5343 3.8275 -9.8583 0.2 -0.5 -0.9
O -3.2433 3.1970 -10.8654 -0.2 0.4 0.8
C -3.9257 5.2493 -9.9300 -0.1 0.4 0.2
C -4.2459 5.9383 -8.8305 0.1 0.0 -0.4
C -4.2203 5.3070 -7.4963 -0.2 0.5 0.7
O -4.5113 5.9374 -6.4891 0.2 -0.4 -0.6
H -3.8159 3.4372 -6.4384 0.0 0.0 0.0
H -3.2188 2.1529 -8.4879 0.0 0.0 -0.1
H -3.9387 5.6973 -10.9161 0.0 -0.1 0.0
H -4.5358 6.9816 -8.8666 0.0 0.0 0.0

Entry 2:
16
Properties=species:S:1:pos:R:3:forces:R:3 method="wB97M-V/def2-TZVPD" multiplicity=1 total_charge=0 e_above_lowest_kj_mol=474.3
C -1.6105 0.1727 0.8141 0.3 0.4 0.3
C -0.5273 0.4620 -0.1852 -0.3 -1.3 -1.7
N -0.6248 1.0760 -1.2943 0.4 0.1 1.1
H -1.4693 1.6352 -1.3610 -0.2 -0.2 0.1
H 0.7906 1.4416 1.2164 1.6 -1.1 0.8
H -1.2018 -0.0439 1.7982 0.1 0.0 -0.1
H -2.1913 -0.6891 0.4775 0.1 0.1 0.0
H -2.2685 1.0348 0.9051 0.0 0.0 -0.1
N 0.7123 -0.3195 -0.0128 0.2 -1.5 -0.9
N 0.4910 -1.7013 0.2594 -0.2 0.4 -0.2
N 1.7305 -0.0976 -0.9939 -0.7 0.1 0.2
H 1.1732 0.4340 1.0396 -1.4 3.1 0.6
H 1.3655 -2.0585 0.6385 -0.2 0.1 -0.1
H 1.2564 -0.0124 -1.8957 0.1 0.1 0.1
H 0.3058 -2.1809 -0.6187 0.1 -0.1 0.0
H 2.0682 0.8468 -0.7873 0.1 -0.1 0.0

Entry 3:
53
Properties=species:S:1:pos:R:3:forces:R:3 method="wB97M-V/def2-TZVPD" multiplicity=1 total_charge=+2 e_above_lowest_kj_mol=0.0
Rh 0.2577 0.9121 0.6877 -0.2 0.2 -0.1
C 3.4792 0.9308 -3.7116 0.0 0.0 0.0
C 2.4573 1.7029 -3.1728 0.0 0.0 0.0
C 1.9189 1.3681 -1.9448 0.0 0.0 0.0
C 2.4084 0.2453 -1.2772 0.1 0.0 -0.1
C 3.4388 -0.5353 -1.8088 0.0 0.0 0.0
C 3.9710 -0.1790 -3.0302 0.0 0.0 0.0
N 1.7983 -0.0977 -0.0576 -0.1 0.0 0.1
N 2.2106 -1.0789 0.5894 0.1 -0.1 -0.1
C 1.4785 -1.3218 1.7476 -0.1 0.0 0.0
C 1.7824 -2.3733 2.5846 0.0 0.0 0.0
C 1.0005 -2.5567 3.7179 0.0 0.0 0.0
C -0.0469 -1.6874 3.9774 0.0 0.0 0.0
C -0.3053 -0.6475 3.0990 0.0 0.0 0.0
N 0.4446 -0.4879 2.0092 0.0 0.1 0.1
H 3.8977 1.1945 -4.6736 0.0 0.0 0.0
H 2.0818 2.5617 -3.7090 0.0 0.0 0.0
H 1.1307 1.9907 -1.5242 0.0 0.0 0.0
H 3.7972 -1.4019 -1.2735 0.0 0.0 0.0
H 4.7660 -0.7706 -3.4620 0.0 0.0 0.0
H 2.6117 -3.0200 2.3368 0.0 0.0 0.0
H 1.2122 -3.3742 4.3935 0.0 0.0 0.0
H -0.6702 -1.8021 4.8523 0.0 0.0 0.0
H -1.1037 0.0657 3.2515 0.0 0.0 0.0
C 0.2466 6.5744 2.2158 0.0 0.0 0.0
N 0.5870 5.2080 2.5811 0.0 0.0 0.0
N 0.8720 4.2673 1.6351 0.0 -0.1 0.0
C 1.2740 3.1295 2.2583 -0.3 0.1 -0.1
O 1.6193 2.0895 1.5575 0.3 -0.2 0.1
C 1.2463 3.3720 3.6300 0.1 0.0 0.0
C 0.8320 4.6861 3.7922 0.0 0.0 0.0
C 0.6626 5.4749 5.0416 0.0 0.0 0.0
C 0.6832 4.4546 0.2292 0.0 0.0 0.0
C -0.5717 4.2201 -0.3240 0.0 0.0 0.0
C -0.7480 4.3954 -1.6907 0.0 0.0 0.0
C 0.3202 4.8072 -2.4781 0.0 0.0 0.0
C 1.5675 5.0370 -1.9109 0.0 0.0 0.0
C 1.7584 4.8553 -0.5483 0.0 0.0 0.0
H -0.4910 6.5667 1.4173 0.0 0.0 0.0
H 1.1336 7.1193 1.8945 0.0 0.0 0.0
H -0.1833 7.0565 3.0878 0.0 0.0 0.0
H 1.5226 2.6874 4.4119 0.0 0.0 0.0
H 0.9532 4.8716 5.8971 0.0 0.0 0.0
H -0.3765 5.7784 5.1749 0.0 0.0 0.0
H 1.2828 6.3714 5.0288 0.0 0.0 0.0
H -1.3985 3.9400 0.3160 0.0 0.0 0.0
H -1.7212 4.2340 -2.1343 0.0 0.0 0.0
H 0.1743 4.9649 -3.5388 0.0 0.0 0.0
H 2.3925 5.3673 -2.5277 0.0 0.0 0.0
H 2.7237 5.0276 -0.0903 0.0 0.0 0.0
S -1.6771 -0.1174 -0.3243 0.0 0.0 0.0
C -1.9284 1.0948 0.7781 0.0 -0.1 0.0
N -1.6335 1.9185 1.5704 0.0 -0.1 0.1

Table of gap between HOMO and LUMO (eV), in record order: 6.843; 9.117; 7.090
Table of LUMO energy (hartree), in record order: -0.177; 0.038; -0.286
Table of largest force on an atom (eV/Å), in record order: 9.430; 3.478; 0.373